ORCA calculation (ωB97M-V/def2-TZVPD) on a 2-piece molecular cluster, CH5N3S overall.

Last column: Löwdin charge in e.
Cartesian coordinates (Å):
C -0.6907 -0.6806 0.6875  -0.301
H 0.4222 1.0591 -0.2074  0.102
H -1.0531 1.8754 -0.8719  0.073
H -1.2496 -1.1551 1.6207  0.147
H 1.1005 -0.6657 1.6049  0.076
H 0.7327 -0.0334 -2.0281  0.191
N -0.5613 0.9647 -0.8917  -0.106
N -1.3881 0.1103 -0.0158  -0.063
N 0.7617 -0.2960 0.6410  -0.505
S 1.9257 -1.1788 -0.5392  0.388

Output
Maximum force (eV/A): 5.27
HOMO level (eV): -8.83
Multiplicity: 1
Orbital gap (eV): 7.74
Total charge: 0
Calculated total energy (eV): -16417.36183
ΔE to the lowest compared entry with this formula, charge and spin (kJ/mol): 574.9
Molar mass (g mol⁻¹): 91.139